Formula: C40H74BBr3Cl2KN5NaO9
Source: the OMol25 dataset
Level of theory: ωB97M-V/def2-TZVPD

Geometry as XYZ:
```
136
Properties=species:S:1:pos:R:3:mulliken_charge:R:1
Br 3.755 -1.312 4.280 -0.104
Br 1.973 0.796 6.734 -0.120
Br -0.106 2.296 0.846 -0.486
K 5.307 2.483 -3.022 0.770
Cl 4.532 0.965 1.687 -0.005
Cl 4.137 1.918 -1.026 -0.451
Na -7.271 -2.487 0.413 0.870
O -7.735 -3.072 -3.196 -0.502
O 7.045 -4.454 8.411 -0.562
O -2.343 -2.366 5.424 -0.551
O -11.010 -4.967 -3.311 -0.359
O 5.380 3.639 7.513 -0.629
O 2.893 3.209 -7.356 -0.261
O -10.332 -4.578 -5.433 -0.544
O -2.772 -1.773 2.454 -0.277
O 5.080 5.378 8.747 -0.597
N 0.117 -1.028 -0.959 -0.768
N -3.296 0.292 4.021 0.002
N 4.966 4.771 7.701 1.008
N 2.888 3.949 -10.343 -0.002
N -0.370 -3.308 6.063 -0.122
C 3.548 1.536 -9.810 -1.299
C -3.947 -3.586 1.321 -1.328
C -4.950 -2.409 1.111 0.342
C -4.017 1.544 3.729 -1.022
C 3.683 3.631 -6.249 -0.775
C 4.126 6.049 -9.459 -1.186
C -10.459 -5.324 -4.507 0.489
C 3.499 5.438 4.328 -0.582
C 2.056 4.225 -7.873 -0.409
C 1.444 0.547 0.477 0.036
C 2.292 3.504 -11.667 -1.065
C 4.982 -3.667 9.287 -1.055
C -10.907 -6.067 -2.392 -0.339
C -1.876 0.326 3.519 -0.875
C -1.187 -2.509 5.118 -0.374
C 1.728 3.983 -9.342 -0.744
C -0.555 -0.741 1.475 1.139
C 4.290 5.450 6.589 -0.002
C 3.884 0.611 6.405 -0.032
C -10.755 -7.300 -3.262 -0.515
C -7.248 -3.180 -4.533 -0.541
C -0.515 -1.977 3.814 0.132
C -0.663 -1.284 0.134 -0.539
C 3.481 5.326 -10.629 -0.333
C -0.574 -4.760 5.728 -0.730
C 4.120 4.785 5.382 -0.109
C 5.307 1.267 0.142 -0.463
C 3.222 7.399 5.699 -0.428
C -2.672 -3.133 2.141 -0.252
C -10.003 -6.761 -4.464 -0.354
C 3.841 6.751 6.758 -0.370
C 5.773 -3.142 6.894 -0.628
C 1.063 -3.031 5.852 -0.592
C 0.543 0.246 1.689 -1.092
C -6.017 -2.242 2.347 -0.977
C 1.137 -0.158 -0.738 -0.408
C 4.002 2.974 -9.977 -0.390
C 6.033 -3.817 8.216 0.715
C 3.054 6.745 4.485 -0.447
C 4.178 0.475 4.935 -0.722
B -1.482 -1.131 2.777 0.992
H 0.340 -1.294 4.067 0.059
H 2.764 1.420 -9.065 0.303
H 1.571 4.255 -11.985 0.425
H -10.274 -7.284 -5.378 0.328
H 4.036 -4.089 8.942 0.277
H -6.964 -1.650 1.992 0.258
H 5.679 -2.064 7.038 0.044
H -3.493 2.467 4.088 0.323
H 4.707 5.401 -8.805 0.244
H -5.589 -2.704 0.189 0.018
H 1.738 -3.482 6.619 0.266
H -8.921 -6.786 -4.313 0.198
H 3.620 1.177 4.319 0.418
H 4.852 -2.612 9.536 0.299
H -6.407 -3.254 2.647 0.390
H -5.003 1.492 4.276 0.311
H 4.486 3.335 -9.076 0.261
H -1.235 0.439 4.445 0.034
H 0.706 0.706 2.681 0.517
H 3.384 6.586 -8.870 0.350
H 4.225 -0.238 6.992 0.073
H -3.694 -4.034 0.326 0.364
H 4.803 6.813 -9.843 0.419
H -4.493 -4.398 1.875 0.439
H -11.802 -6.113 -1.772 0.311
H 4.703 3.826 -6.599 0.310
H 3.363 4.929 3.381 0.482
H 2.873 8.417 5.818 0.371
H -8.584 -3.530 -3.166 0.289
H 5.299 -4.201 10.182 0.321
H 3.717 2.817 -5.522 0.154
H -10.039 -5.904 -1.746 0.207
H 2.677 5.939 -11.040 0.375
H -4.276 1.560 2.643 0.273
H -0.085 -2.856 3.255 0.305
H -6.288 -2.671 -4.597 0.258
H 4.737 3.030 -10.783 0.544
H -11.740 -7.654 -3.576 0.266
H 4.397 0.932 -9.484 0.416
H 1.786 2.552 -11.528 0.463
H 6.609 -3.333 6.220 0.313
H 2.576 7.255 3.657 0.380
H -1.039 -4.922 4.727 0.174
H -1.158 -5.226 6.559 0.272
H -1.489 -2.018 -0.026 0.277
H -1.762 -3.422 1.552 0.387
H 0.439 -5.233 5.698 0.368
H -5.582 -1.685 3.208 0.167
H -2.668 -3.764 3.074 -0.114
H -1.790 1.191 2.822 0.183
H 3.288 4.526 -5.765 0.390
H 3.096 3.413 -12.394 0.392
H 4.331 1.524 6.800 0.090
H -7.954 -2.710 -5.219 0.262
H 4.464 3.768 5.248 0.442
H -10.248 -8.121 -2.758 0.331
H 3.967 7.269 7.700 0.451
H -7.116 -4.232 -4.797 0.224
H 2.486 5.213 -7.715 0.299
H 2.288 1.254 0.577 0.183
H 4.226 5.174 -11.412 0.459
H 4.863 -3.542 6.444 0.268
H 1.045 4.755 -9.700 0.379
H 6.110 1.987 0.280 0.380
H -4.483 -1.435 0.850 0.218
H 1.395 -3.449 4.856 0.384
H 1.240 -1.929 5.813 -0.049
H 1.820 0.035 -1.603 0.080
H 1.114 4.198 -7.314 0.398
H 3.197 1.105 -10.748 0.369
H 5.245 0.600 4.746 0.492
H 1.229 3.018 -9.436 0.452
H -3.316 0.180 5.035 0.216
H 5.709 0.333 -0.243 0.345
```

The lowest unoccupied orbital energy comes out at -3.14 eV. The value obtained for the orbital gap is 1.933 eV. The HOMO energy comes out at -5.072 eV. Its charge is +1.